(1)
A single C3H5N3S molecule, computed with the ωB97M-V functional and the def2-TZVPD basis.

XYZ file:
```
12
C3H5N3S | the Open Molecules 2025 dataset | the ωB97M-V functional and the def2-TZVPD basis
H -2.32 1.25 0.12
N -1.97 0.76 -0.66
C -0.83 0.26 -0.43
C -0.09 -0.54 -1.49
S 1.49 -1.07 -0.78
C 1.16 -0.29 0.77
N 2.00 -0.35 1.73
H 1.67 0.15 2.57
N -0.09 0.33 0.74
H -0.69 -1.41 -1.76
H 0.07 0.06 -2.36
H -0.40 0.85 1.52
```

* SMILES string: [H]/N=C1/CS/C(=N/[H])N1
* DFT total energy: -679.77391 a.u.
* E_HOMO: -9.32 eV
* orbital gap: 9.9 eV
* relative energy (zero: lowest compared OMol25 entry of this formula, charge and spin): 0.3076 eV

(2)
C62H159K2N7O22 as an isolated structure, computed with the ωB97M-V functional and the def2-TZVPD basis.

XYZ file:
```
252
C62H159K2N7O22 | the Open Molecules 2025 dataset | the ωB97M-V functional and the def2-TZVPD basis
K -1.03 -1.45 2.32
K 2.22 0.54 3.37
C 1.30 -0.65 0.13
O 1.55 -0.89 1.45
H 0.22 -0.33 0.04
H 1.97 0.15 -0.30
H 1.49 -1.53 -0.55
C -0.53 -0.33 5.80
O 0.03 0.25 4.63
H -1.29 -1.08 5.56
H 0.19 -0.86 6.44
H -1.00 0.36 6.45
C -1.19 -1.82 -2.49
O -0.52 -2.81 -3.19
C -1.02 -4.12 -2.95
C -0.26 -5.03 -3.88
N -0.54 -4.64 -5.30
C 0.43 -5.30 -6.23
C 0.12 -4.90 -7.67
O 0.41 -3.50 -7.83
C 0.66 -3.18 -9.17
H -2.13 -1.56 -3.00
H -0.54 -0.91 -2.53
H -1.34 -2.07 -1.46
H -2.07 -4.07 -3.07
H -0.85 -4.47 -1.89
H -0.59 -6.05 -3.63
H 0.83 -4.93 -3.64
H -0.15 -3.71 -5.32
H 0.36 -6.41 -6.16
H 1.50 -5.14 -5.93
H -0.89 -5.10 -7.94
H 0.78 -5.38 -8.41
H -0.29 -3.10 -9.74
H 1.32 -3.86 -9.76
H 1.00 -2.17 -9.21
C -6.81 2.01 6.80
O -6.00 0.83 6.64
C -4.64 1.04 6.31
C -4.06 0.00 5.42
N -5.00 -0.34 4.34
C -5.04 0.54 3.22
C -5.75 -0.16 2.09
O -7.18 -0.22 2.29
C -7.91 -0.78 1.21
H -7.79 1.69 6.47
H -6.41 2.80 6.18
H -6.83 2.36 7.89
H -4.12 1.09 7.28
H -4.59 2.03 5.82
H -3.78 -0.91 5.95
H -3.21 0.28 4.85
H -5.91 -0.64 4.67
H -4.03 0.65 2.97
H -5.41 1.57 3.24
H -5.31 -1.13 1.83
H -5.67 0.40 1.16
H -8.94 -0.96 1.55
H -7.42 -1.71 0.88
H -7.96 -0.08 0.37
C 3.71 -2.41 -7.02
O 3.20 -2.65 -5.72
C 2.45 -1.48 -5.27
C 2.47 -1.47 -3.74
N 3.87 -1.37 -3.35
C 4.00 -1.41 -1.91
C 5.40 -1.59 -1.40
O 5.92 -2.84 -1.88
C 7.03 -3.23 -1.11
H 4.18 -3.33 -7.39
H 4.47 -1.65 -6.98
H 2.94 -2.10 -7.66
H 1.45 -1.54 -5.71
H 2.98 -0.54 -5.62
H 1.99 -2.34 -3.26
H 1.89 -0.67 -3.40
H 4.31 -2.23 -3.71
H 3.32 -2.13 -1.46
H 3.67 -0.43 -1.49
H 5.49 -1.55 -0.30
H 6.06 -0.76 -1.74
H 7.36 -4.19 -1.49
H 6.72 -3.40 -0.09
H 7.84 -2.51 -1.15
C -2.88 2.80 -10.14
O -2.01 3.82 -9.65
C -1.96 3.76 -8.19
C -1.16 4.97 -7.77
N -1.15 5.23 -6.32
C -0.98 4.07 -5.46
C -0.81 4.54 -4.03
O -0.48 3.43 -3.26
C -0.27 3.72 -1.89
H -3.92 2.89 -9.81
H -2.49 1.78 -9.90
H -2.80 2.96 -11.24
H -1.51 2.82 -7.89
H -2.95 3.77 -7.71
H -1.61 5.87 -8.27
H -0.14 4.83 -8.11
H -2.06 5.72 -6.18
H -0.10 3.51 -5.82
H -1.80 3.33 -5.52
H -1.64 5.11 -3.65
H 0.03 5.29 -4.14
H -1.10 4.16 -1.38
H 0.56 4.42 -1.80
H 0.10 2.74 -1.44
C 5.91 2.42 -0.72
O 4.64 3.05 -0.46
C 3.85 2.27 0.39
C 2.79 3.16 0.92
N 3.29 4.29 1.77
C 2.17 5.09 2.33
C 2.61 6.47 2.71
O 2.87 7.25 1.58
C 3.16 8.60 1.73
H 6.43 2.32 0.25
H 6.39 3.05 -1.46
H 5.85 1.44 -1.22
H 4.45 1.92 1.21
H 3.43 1.33 0.01
H 2.08 2.59 1.50
H 2.29 3.49 0.00
H 3.69 4.92 1.03
H 1.71 4.58 3.19
H 1.39 5.22 1.59
H 3.57 6.28 3.28
H 1.91 7.02 3.39
H 3.43 9.02 0.72
H 4.03 8.76 2.40
H 2.32 9.19 2.19
C 2.14 -5.24 -1.05
O 1.50 -5.49 0.22
C 1.59 -4.39 1.07
C 2.94 -4.30 1.77
N 3.07 -3.29 2.83
C 4.40 -3.28 3.48
C 4.60 -2.12 4.44
O 4.52 -0.82 3.87
C 5.65 -0.36 3.11
H 1.82 -4.27 -1.55
H 2.02 -6.13 -1.67
H 3.26 -5.05 -0.90
H 0.89 -4.55 1.86
H 1.27 -3.49 0.51
H 3.77 -4.04 1.10
H 3.16 -5.19 2.35
H 2.92 -2.32 2.47
H 5.23 -3.37 2.74
H 4.46 -4.11 4.16
H 5.56 -2.30 4.91
H 3.91 -2.12 5.30
H 6.51 -0.98 3.40
H 5.82 0.65 3.35
H 5.40 -0.48 2.03
C -3.30 1.43 -2.46
O -3.94 0.15 -2.51
C -4.27 -0.40 -1.24
C -5.03 -1.66 -1.41
N -6.44 -1.40 -1.94
C -7.24 -2.57 -2.05
C -8.50 -2.10 -2.74
O -8.11 -1.40 -3.93
C -7.42 -2.21 -4.85
H -2.33 1.33 -1.96
H -3.96 2.09 -1.84
H -3.26 1.90 -3.45
H -4.86 0.36 -0.68
H -3.38 -0.61 -0.58
H -5.05 -2.19 -0.47
H -4.42 -2.28 -2.09
H -6.38 -0.94 -2.82
H -7.49 -2.94 -1.02
H -6.74 -3.39 -2.51
H -8.87 -1.32 -2.14
H -9.29 -2.80 -3.02
H -6.44 -2.40 -4.42
H -7.37 -1.58 -5.76
H -7.92 -3.19 -5.12
C 4.13 2.07 6.23
C 4.20 3.13 5.10
C 5.57 3.88 5.18
O 3.95 2.53 3.86
H 4.18 2.51 7.21
H 4.94 1.30 6.11
H 3.12 1.68 6.13
H 3.44 3.90 5.35
H 6.42 3.29 4.91
H 5.67 4.28 6.17
H 5.44 4.74 4.52
H 3.87 3.26 3.17
C 2.87 2.31 -3.63
C 4.23 2.24 -4.27
C 4.94 3.56 -4.03
O 5.11 1.29 -3.62
H 2.33 3.18 -4.04
H 3.11 2.41 -2.57
H 2.31 1.40 -3.71
H 4.08 1.96 -5.34
H 5.98 3.58 -4.40
H 5.06 3.72 -2.95
H 4.45 4.42 -4.46
H 4.65 0.41 -3.73
C -2.14 2.68 1.26
C -1.50 2.42 2.59
C -2.11 3.11 3.74
O -1.55 1.04 2.75
H -3.19 2.41 1.44
H -1.71 2.14 0.40
H -2.09 3.72 0.99
H -0.43 2.75 2.50
H -1.79 2.70 4.70
H -3.15 2.96 3.68
H -1.76 4.18 3.71
H -1.08 0.80 3.61
C 0.60 2.25 7.62
C 0.06 3.00 6.39
C 0.26 4.50 6.65
O 0.91 2.64 5.27
H 1.69 2.43 7.68
H 0.51 1.20 7.46
H 0.11 2.49 8.58
H -1.05 2.83 6.31
H 1.27 4.75 6.97
H -0.50 4.90 7.35
H 0.08 5.08 5.71
H 0.59 1.73 5.00
C 1.05 -4.48 5.99
C 0.06 -4.45 4.82
C -1.39 -4.39 5.30
O 0.30 -3.30 4.03
H 2.05 -4.58 5.54
H 0.78 -5.37 6.60
H 1.01 -3.58 6.62
H 0.15 -5.34 4.15
H -1.57 -3.48 5.87
H -1.62 -5.31 5.76
H -2.13 -4.50 4.44
H 1.26 -3.31 3.76
C -2.53 -4.66 0.94
C -3.64 -3.77 1.46
C -4.94 -4.45 1.72
O -3.22 -3.13 2.72
H -2.71 -4.91 -0.10
H -2.43 -5.59 1.54
H -1.55 -4.18 0.99
H -3.75 -3.00 0.68
H -4.84 -5.32 2.34
H -5.48 -4.73 0.83
H -5.58 -3.81 2.30
H -3.96 -2.69 3.10
```

* DFT total energy: -5695.74242 a.u.
* E_HOMO: -7.56 eV
* orbital gap: 7.9 eV

(3)
A 2-piece molecular cluster, C3H7N2OS overall, computed with the ωB97M-V functional and the def2-TZVPD basis.

XYZ file:
```
14
C3H7N2OS | the Open Molecules 2025 dataset | the ωB97M-V functional and the def2-TZVPD basis
C 0.35 1.17 -0.24
C -0.29 0.46 1.02
S -0.77 1.57 2.31
N 1.08 0.28 -1.05
C 0.23 -0.65 -1.50
N 0.90 -3.10 -0.87
O -0.75 -0.50 -2.18
H -0.49 1.66 -0.76
H 1.02 1.96 0.08
H -1.16 -0.09 0.64
H 0.41 -0.29 1.41
H 0.54 -1.82 -1.23
H 1.84 -3.12 -0.48
H 0.56 -4.06 -1.00
```

* net charge: -1
* DFT total energy: -701.30408 a.u.
* E_HOMO: -3.20 eV
* orbital gap: 4.2 eV
* relative energy (zero: lowest compared OMol25 entry of this formula, charge and spin): 6.0440 eV